Entry 1:
This record from the Open Molecules 2025 dataset describes C33H36BrN3O3PS2SiTi as an isolated structure. The level of theory is ωB97M-V/def2-TZVPD.

Results
* net charge: -1
* energy above the lowest of the compared OMol25 structures with the same formula, charge and spin: 0.00 kcal per mole
* calculated total energy: -177418.68024 eV
* multiplicity: 1
* HOMO energy: -4.5 eV
* LUMO level: 2.34 eV
* frontier orbital gap: 6.87 eV

```
81
Properties=species:S:1:pos:R:3:forces:R:3
Ti -0.67450 0.07635 0.74144 0.0 0.0 0.1
C 2.24305 -1.48440 1.65589 0.0 0.0 0.0
N 0.99262 -1.57508 0.89918 0.0 -0.1 0.0
C 0.65821 -2.69279 0.36995 0.0 0.0 0.0
C -0.61525 -2.78936 -0.25739 0.0 0.1 0.0
C -1.18416 -3.77744 -1.04154 0.0 0.0 0.0
C -2.43143 -3.27060 -1.45037 0.0 0.0 0.0
C -2.54645 -2.00726 -0.89044 0.0 0.0 0.0
N -1.44488 -1.69436 -0.15950 0.0 -0.1 -0.1
C 3.27683 -2.52689 1.31733 0.0 0.0 0.0
C 3.92305 -2.48721 0.08230 0.0 0.0 0.0
C 4.86587 -3.44561 -0.25031 0.0 0.0 0.0
C 5.17875 -4.45959 0.64838 0.0 0.0 0.0
C 4.54258 -4.50690 1.87833 0.0 0.0 0.0
C 3.59431 -3.54456 2.20708 0.0 0.0 0.0
H 1.99803 -1.52967 2.72128 0.0 0.0 0.0
H 2.65667 -0.49266 1.47599 0.0 0.0 0.0
H 1.31384 -3.56302 0.39100 0.0 0.0 0.0
H -0.74214 -4.73174 -1.28452 0.0 0.0 0.0
H -3.17102 -3.76139 -2.06327 0.0 0.0 0.0
H -3.38328 -1.33448 -0.95012 0.0 0.0 0.0
H 3.67187 -1.69775 -0.61746 0.0 0.0 0.0
H 5.36041 -3.40269 -1.21263 0.0 0.0 0.0
H 5.91584 -5.20866 0.38771 0.0 0.0 0.0
H 4.78008 -5.29343 2.58368 0.0 0.0 0.0
H 3.09261 -3.58333 3.16747 0.0 0.0 0.0
C -4.52389 -0.32197 -4.26635 0.0 0.0 0.0
C -3.85366 0.55326 -3.23487 0.0 0.0 0.1
O -4.57552 0.42835 -2.00398 0.0 -0.1 0.0
P -4.22208 1.35218 -0.70202 0.0 0.2 0.0
S -1.78397 2.12105 1.03909 0.0 0.0 0.0
S -2.02714 1.50590 -0.92635 0.0 0.0 0.0
O -4.39850 0.19372 0.38806 0.0 -0.1 0.0
C -4.77830 0.47846 1.76572 0.0 0.0 0.0
C -4.21013 -0.62197 2.62221 0.0 0.0 0.0
H -3.97829 -0.26084 -5.20932 0.0 0.0 0.0
H -5.55430 -0.00728 -4.43355 0.0 0.0 0.0
H -4.52620 -1.35986 -3.93241 0.0 0.0 0.0
H -3.83520 1.59891 -3.55755 0.0 0.0 0.0
H -2.81996 0.22967 -3.07747 0.0 0.0 0.0
H -5.86949 0.50133 1.80427 0.0 0.0 0.0
H -4.37744 1.43959 2.08698 0.0 0.0 0.0
H -4.58785 -1.59836 2.31245 0.0 0.0 0.0
H -4.46324 -0.42730 3.66423 0.0 0.0 0.0
H -3.12132 -0.61811 2.54773 0.0 0.0 0.0
O 1.98481 2.15978 5.26168 0.0 0.0 0.0
C 1.19138 1.41225 4.45078 0.0 0.0 0.1
C 0.22411 0.55452 4.97876 0.0 0.0 0.0
C -0.59649 -0.12949 4.11427 0.0 0.0 0.0
N -0.39503 -0.03045 2.79935 -0.1 0.0 0.1
C 0.52022 0.77510 2.28486 0.1 0.1 0.0
Br -2.82543 2.27635 4.37517 0.0 0.0 0.0
C 1.35382 1.53939 3.07867 -0.1 -0.1 0.0
H 1.64049 2.11830 6.16040 0.0 0.0 0.0
H 0.05062 0.50209 6.04566 0.0 0.0 0.0
H -1.41501 -0.74246 4.46474 0.0 0.0 0.0
H 2.06798 2.24031 2.66735 0.0 0.0 0.0
C 2.46973 5.53453 0.06636 0.0 0.0 0.0
C 1.18430 5.24787 -0.37495 0.0 0.0 0.0
C 0.80570 3.93494 -0.61180 0.0 0.0 0.0
C 1.69778 2.87513 -0.42427 0.0 0.0 0.0
C 2.98674 3.18813 0.01435 0.0 0.0 0.0
C 3.37221 4.50022 0.26196 0.0 0.0 0.0
Si 1.20364 1.07171 -0.68599 0.0 0.0 0.0
C 0.82215 0.84533 -2.53865 0.0 0.0 0.0
C 1.02737 1.84292 -3.49312 0.0 0.0 0.0
C 0.67911 1.65305 -4.82546 0.0 0.0 0.0
C 0.12032 0.45110 -5.23595 0.0 0.0 0.0
C -0.08640 -0.55947 -4.30503 0.0 0.0 0.0
C 0.25635 -0.35869 -2.97498 0.0 0.0 0.0
H 2.76247 6.55872 0.26294 0.0 0.0 0.0
H 0.46936 6.04841 -0.52059 0.0 0.0 0.0
H -0.20830 3.73190 -0.93831 0.0 0.0 0.0
H 3.70451 2.38864 0.16697 0.0 0.0 0.0
H 4.37650 4.71246 0.60914 0.0 0.0 0.0
H 2.51277 0.37000 -0.49269 0.0 0.0 0.0
H 1.45778 2.79084 -3.18918 0.0 0.0 0.0
H 0.84275 2.44808 -5.54377 0.0 0.0 0.0
H -0.15488 0.30292 -6.27351 0.0 0.0 0.0
H -0.52675 -1.50211 -4.60918 0.0 0.0 0.0
H 0.05829 -1.15451 -2.26231 0.0 0.0 0.0
```
Forces are in eV/Å.

Listed below, in e, are the Mulliken charges computed for each atom:
1 Ti -0.196
2 C -0.375
3 N 0.683
4 C 0.081
5 C -0.606
6 C -0.992
7 C -1.203
8 C -0.660
9 N 0.701
10 C -0.940
11 C 0.114
12 C -0.720
13 C -0.354
14 C -0.711
15 C -0.029
16 H 0.320
17 H 0.210
18 H 0.404
19 H 0.511
20 H 0.474
21 H 0.778
22 H 0.376
23 H 0.402
24 H 0.370
25 H 0.380
26 H 0.399
27 C -1.467
28 C 0.431
29 O -0.291
30 P 0.014
31 S -0.529
32 S -0.179
33 O -0.250
34 C -0.432
35 C -0.435
36 H 0.394
37 H 0.361
38 H 0.281
39 H 0.416
40 H -0.120
41 H 0.323
42 H 0.334
43 H 0.342
44 H 0.395
45 H -0.327
46 O -0.556
47 C 1.029
48 C -0.774
49 C -0.880
50 N 0.529
51 C 0.034
52 Br -0.794
53 C -0.502
54 H 0.294
55 H 0.304
56 H 0.352
57 H 0.419
58 C -0.435
59 C -0.826
60 C -0.053
61 C 0.181
62 C -0.448
63 C -0.576
64 Si 2.337
65 C 0.403
66 C -0.537
67 C -0.692
68 C -0.509
69 C -0.518
70 C 0.020
71 H 0.356
72 H 0.408
73 H 0.362
74 H 0.328
75 H 0.386
76 H -0.725
77 H 0.330
78 H 0.388
79 H 0.369
80 H 0.436
81 H -0.120

Entry 2:
This record from the Open Molecules 2025 dataset describes a 2-piece molecular cluster, C33H37BF3NO2S overall at a distorted geometry. The level of theory is ωB97M-V/def2-TZVPD.

Results
* net charge: 0
* energy above the lowest of the compared OMol25 structures with the same formula, charge and spin: 49.72 kcal per mole
* calculated total energy: -60069.43238 eV
* multiplicity: 1
* HOMO energy: -5.9 eV
* LUMO level: -4.18 eV
* frontier orbital gap: 1.76 eV

```
78
Properties=species:S:1:pos:R:3:forces:R:3
C 4.11770 7.04369 3.03849 0.2 0.3 0.4
C 3.45642 5.82494 2.52816 -0.3 -0.5 -0.2
C 3.17334 5.54216 1.23338 -0.1 -0.1 -0.1
C 2.51855 4.28553 1.05551 0.2 0.6 -0.4
C 2.29799 3.61865 2.20513 0.1 -0.2 0.5
B 1.57162 2.20167 2.35732 -0.2 0.4 0.2
C -0.02132 2.42126 2.38083 1.3 -0.3 0.0
C -0.73681 2.18050 3.53073 -0.3 0.1 -0.2
C -2.10050 2.36598 3.55818 -0.7 0.1 -0.1
C -2.78313 2.81054 2.42180 -0.6 0.0 0.1
N -4.18814 2.99990 2.43792 -0.1 -0.1 0.0
C -4.88535 3.87702 1.49959 0.6 -0.6 0.6
C -5.06858 2.35276 3.40795 0.8 0.5 -0.7
C -2.03474 3.06195 1.26759 -0.5 0.0 -0.1
C -0.67215 2.86576 1.25306 -0.5 0.0 0.2
O 1.94183 1.31960 1.19655 0.3 -1.1 1.0
C 2.84353 0.35182 1.75129 -0.3 0.4 0.1
C 2.75099 -0.96700 0.97698 -0.1 0.3 0.0
C 4.26550 0.91309 1.66359 0.0 -0.2 0.1
C 2.38064 0.21883 3.27075 0.2 0.6 -0.2
C 1.13306 -0.66000 3.38532 -0.1 -0.1 -0.1
C 3.47981 -0.30416 4.20212 -0.2 0.3 -0.1
O 2.01356 1.55280 3.63975 0.6 -1.2 -0.9
S 2.91288 4.51873 3.54678 0.1 0.3 -0.4
H 4.37150 7.72802 2.22722 0.0 -0.1 0.0
H 3.46260 7.57322 3.73286 0.1 0.1 0.1
H 5.03807 6.79238 3.56921 0.0 0.1 0.1
H 3.41266 6.21324 0.42108 0.1 0.1 -0.1
H 2.22552 3.90008 0.09157 0.0 -0.1 -0.1
H -0.21427 1.85267 4.41153 0.1 -0.1 0.3
H -2.63913 2.19780 4.47434 -0.2 0.0 0.3
H -4.19133 4.41749 0.86235 0.0 -0.1 0.1
H -5.55990 3.29352 0.87544 -0.2 0.0 -0.3
H -5.46538 4.61425 2.05131 -0.2 0.2 0.1
H -4.53204 1.63972 4.02727 0.1 0.1 0.0
H -5.53027 3.10244 4.04802 -0.2 0.0 0.3
H -5.85072 1.80734 2.88382 -0.3 -0.1 -0.1
H -2.53237 3.38724 0.37092 -0.1 0.1 -0.2
H -0.10634 3.05574 0.35838 0.1 0.1 -0.3
H 3.38666 -1.73050 1.42630 0.1 -0.1 0.1
H 1.72623 -1.33283 0.95126 -0.1 0.0 0.0
H 3.06874 -0.81824 -0.05396 0.1 0.1 -0.1
H 4.99790 0.20450 2.04952 0.1 -0.1 0.0
H 4.51890 1.13595 0.62854 -0.1 0.0 -0.1
H 4.33745 1.83786 2.23378 0.0 0.0 0.0
H 1.34956 -1.70042 3.14680 0.1 -0.3 0.0
H 0.73984 -0.61572 4.39947 0.0 0.1 0.2
H 0.36117 -0.29801 2.70822 -0.1 0.1 -0.1
H 3.80147 -1.30369 3.90807 0.0 -0.1 0.0
H 4.34273 0.35935 4.20022 0.0 0.0 0.0
H 3.10928 -0.34865 5.22544 -0.1 0.0 0.1
F -5.66258 -0.35633 5.75866 -0.4 -0.6 0.7
C -5.35553 -1.58076 6.23238 1.0 -0.4 -0.6
F -4.90356 -1.49310 7.49998 -1.0 0.2 -0.5
F -6.42761 -2.39610 6.16992 0.1 0.8 0.4
C -4.26085 -2.15088 5.35440 0.4 0.1 0.0
C -3.02030 -2.44365 5.88623 0.0 0.1 0.6
C -2.01221 -2.90448 5.08338 0.3 -0.3 -0.2
C -2.20811 -3.06947 3.69835 -0.1 0.1 0.1
C -1.14692 -3.59001 2.92127 -0.3 0.3 -0.6
C -1.03384 -3.65639 1.50614 0.0 0.1 0.1
C -0.15837 -4.60767 0.94782 0.2 0.0 0.3
C 0.02901 -4.69327 -0.40636 0.2 -0.4 0.0
C -0.62579 -3.82281 -1.25552 0.1 0.1 0.0
C -1.47778 -2.86490 -0.73754 -0.3 0.3 0.0
C -1.69242 -2.78188 0.61590 -0.2 0.1 0.2
C -3.49303 -2.79640 3.18402 0.0 -0.2 -0.1
C -4.49308 -2.34004 4.00486 -0.4 0.0 -0.3
H -2.87234 -2.31589 6.94445 0.2 0.0 0.1
H -1.06270 -3.16622 5.51636 0.3 0.1 0.1
H -0.31695 -3.99661 3.47845 0.2 -0.2 0.1
H 0.34514 -5.29453 1.60438 0.2 -0.1 0.2
H 0.69296 -5.43773 -0.81032 0.1 -0.1 0.0
H -0.44329 -3.86632 -2.31576 0.0 0.0 -0.2
H -1.95550 -2.16321 -1.40022 -0.1 0.1 0.0
H -2.31676 -1.99958 1.00672 0.0 0.3 0.0
H -3.71798 -3.03007 2.15930 -0.1 0.0 -0.2
H -5.48097 -2.14394 3.62314 -0.1 0.0 -0.2
```
Forces are in eV/Å.

Listed below, in e, are the Mulliken charges computed for each atom:
1 C -1.258
2 C 0.521
3 C -0.641
4 C -1.253
5 C 0.313
6 B 1.760
7 C -0.023
8 C -0.607
9 C -0.762
10 C 1.393
11 N 0.186
12 C -1.147
13 C -0.955
14 C -0.605
15 C -1.330
16 O -0.755
17 C 1.707
18 C -1.863
19 C -1.962
20 C 2.066
21 C -2.103
22 C -2.111
23 O -0.763
24 S -0.295
25 H 0.342
26 H 0.274
27 H 0.269
28 H 0.318
29 H 0.488
30 H 0.529
31 H 0.525
32 H 0.302
33 H 0.345
34 H 0.336
35 H 0.086
36 H 0.334
37 H 0.340
38 H 0.320
39 H 0.271
40 H 0.270
41 H 0.269
42 H 0.500
43 H 0.430
44 H 0.412
45 H 0.272
46 H 0.313
47 H 0.496
48 H 0.284
49 H 0.299
50 H 0.445
51 H 0.479
52 F -0.179
53 C 0.754
54 F -0.269
55 F -0.243
56 C 0.380
57 C -0.810
58 C -0.766
59 C 0.938
60 C -0.459
61 C 0.900
62 C -0.472
63 C -0.683
64 C -0.337
65 C -0.912
66 C -0.220
67 C -0.375
68 C -1.079
69 H 0.518
70 H 0.415
71 H 0.293
72 H 0.409
73 H 0.428
74 H 0.426
75 H 0.423
76 H 0.642
77 H 0.738
78 H 0.474